111
Properties=species:S:1:pos:R:3:forces:R:3:lowdin_charge:R:1 method="wB97M-V/def2-TZVPD" total_charge=0 smiles=CC(C)O.CC(C)O.CC(C)O.CC(C)O.CC(C)O.CC(C)O.CC(C)O.CC(C)O.CC(C)O.O relative_energy_kcal_mol=126.07
O 18.553190 14.303220 -27.023010 -0.327 0.822 -0.434 -0.060
O 19.519270 14.188340 -11.887530 0.078 -0.445 0.230 -0.078
O 19.367340 19.439580 -19.356710 1.401 -0.299 -1.787 -0.084
O 26.270650 20.643460 -24.964040 0.364 0.538 0.430 -0.037
O 9.547780 19.305890 -14.931180 -1.581 -0.267 0.701 -0.048
O 19.064520 19.250430 -10.943020 0.017 -0.231 0.013 -0.054
O 19.058120 25.067620 -20.680210 0.962 -1.178 0.513 -0.035
O 14.051380 20.254870 -28.139560 -2.297 1.281 -1.939 -0.050
O 22.387090 27.512130 -17.230070 -0.468 -0.767 1.395 -0.050
O 25.268520 21.602590 -15.798100 0.138 -0.663 0.740 -0.056
C 14.397460 19.429390 -26.026640 0.104 -0.578 0.636 -0.052
C 25.664590 20.821460 -17.968730 -0.434 -0.625 -1.980 -0.082
C 18.923090 14.430670 -24.571260 0.539 0.437 1.064 -0.063
C 17.360750 18.307110 -18.911400 -0.178 -0.346 0.547 -0.064
C 19.368320 13.043520 -13.975590 -0.401 -1.287 -0.204 -0.065
C 18.356290 19.973150 -17.353350 0.368 -0.834 1.850 -0.075
C 24.634430 19.262270 -16.274640 -0.177 -1.174 0.056 -0.060
C 19.243250 13.761870 -25.917650 0.749 -0.582 -0.064 -0.469
C 17.426050 24.686850 -22.495110 -0.350 0.073 0.197 -0.045
C 17.276640 13.760130 -12.625280 0.917 -1.444 0.418 -0.060
C 25.559240 20.402450 -16.548560 0.752 1.726 0.176 -0.506
C 14.809780 19.311310 -27.507510 -0.490 -0.324 1.826 -0.544
C 22.286040 27.759510 -15.785130 0.441 -1.143 -0.009 -0.502
C 10.888110 18.956360 -15.054160 1.017 0.048 0.615 -0.520
C 24.102640 19.779350 -24.366190 -0.383 -0.141 0.011 -0.074
C 11.076390 17.557500 -14.419360 -0.152 -0.115 -0.480 -0.039
C 18.738800 13.198680 -12.591550 -0.537 2.138 0.140 -0.452
C 21.309130 26.843420 -15.073010 -0.960 -1.295 -1.662 -0.068
C 25.101590 19.497580 -26.728270 -0.348 2.015 0.758 -0.045
C 24.986720 20.367460 -25.436470 -1.000 -1.111 -1.025 -0.532
C 18.652260 18.815880 -18.302410 -0.134 2.997 -1.666 -0.472
C 18.028430 25.631490 -21.407710 -1.245 0.017 -1.214 -0.507
C 11.293440 19.092790 -16.495840 0.014 -0.886 -0.681 -0.061
C 16.999740 26.211100 -20.460490 -1.606 0.712 0.359 -0.073
C 20.741830 13.791870 -26.358530 -0.105 -0.102 0.553 -0.051
C 16.190090 19.762050 -27.697930 2.063 -0.237 0.435 -0.078
C 21.935230 29.144910 -15.552340 -0.886 2.372 0.057 -0.095
H 16.468590 19.776280 -28.751660 0.300 -0.440 0.126 0.094
H 14.438210 21.112220 -27.947470 -0.157 0.138 -0.058 0.086
H 14.868100 18.848000 -25.233820 0.887 -0.273 -0.425 0.071
H 10.644160 19.795470 -17.018110 0.356 0.511 0.199 0.077
H 24.656100 22.144620 -16.300840 -0.088 -0.090 -0.126 0.076
H 26.594420 19.800270 -24.638760 0.338 -0.030 0.163 0.089
H 18.211530 19.677560 -11.021730 -0.238 0.076 0.002 0.026
H 19.354510 25.758620 -20.083320 0.271 -0.127 0.207 0.089
H 13.361300 19.162930 -25.818150 -0.304 0.551 -0.624 0.076
H 26.281100 21.668320 -18.270120 0.292 0.068 0.861 0.085
H 17.772140 20.814000 -17.727310 -0.475 -0.560 -0.474 0.086
H 23.060530 28.076540 -17.616750 0.103 0.147 0.262 0.079
H 21.420760 25.865460 -15.541240 0.170 -0.339 0.263 0.076
H 16.628700 12.948600 -12.956500 -0.242 0.392 -0.789 0.073
H 17.252980 14.692370 -13.189600 -0.375 -0.201 -0.222 0.078
H 26.040760 19.981760 -18.553120 -0.097 -0.117 -0.222 0.082
H 19.673090 14.272990 -23.796180 0.715 -0.415 -0.356 0.069
H 19.698760 19.952100 -11.090110 0.215 0.145 -0.027 0.028
H 17.469030 17.690640 -19.803780 0.395 -0.543 0.458 0.079
H 18.865850 15.518950 -24.549380 -0.121 0.112 -0.766 0.075
H 21.132510 29.491940 -16.202960 -0.133 -0.320 -0.338 0.090
H 23.562850 19.452750 -16.334130 0.073 0.417 0.202 0.083
H 16.854750 19.231520 -27.016120 0.484 -0.409 -0.582 0.090
H 14.618070 20.474380 -25.808850 -0.427 0.087 0.394 0.077
H 26.557940 20.076540 -16.257920 0.084 0.189 0.429 0.136
H 18.751140 12.403860 -14.606490 -0.325 0.050 -0.127 0.071
H 16.129710 26.647080 -20.951490 0.295 0.465 -0.669 0.075
H 16.923220 13.913260 -11.605600 0.323 0.380 0.107 0.075
H 20.317730 12.508090 -13.969860 0.187 0.249 0.426 0.074
H 22.760690 29.826700 -15.756970 0.089 0.142 0.429 0.084
H 16.728450 25.248490 -23.116410 0.014 0.407 0.108 0.070
H 24.447070 18.794150 -24.051790 0.073 0.085 0.495 0.081
H 23.200470 27.529480 -15.238320 0.721 0.063 -0.630 0.133
H 10.958270 16.788660 -15.182920 -0.229 -0.074 -0.041 0.069
H 11.520340 19.653580 -14.504370 -0.039 0.236 0.429 0.124
H 24.409900 21.269910 -25.638830 0.898 0.601 -0.611 0.132
H 19.351090 20.399270 -19.374910 -0.300 -0.110 0.407 0.080
H 19.172690 15.032920 -12.184440 0.184 0.248 0.105 0.071
H 24.913380 18.797230 -15.329120 -0.440 0.292 0.316 0.081
H 19.251430 20.468640 -16.977430 0.444 -0.345 -0.125 0.077
H 18.100360 24.233560 -23.221700 0.607 0.259 0.382 0.071
H 17.906620 19.533210 -16.463210 -0.475 0.404 0.210 0.076
H 16.428750 25.603830 -19.758140 0.755 -1.107 -0.007 0.079
H 12.351860 19.337840 -16.584130 -0.082 0.015 -0.299 0.081
H 9.376970 20.219530 -15.171370 0.300 0.018 -0.096 0.092
H 23.074910 19.663140 -24.710230 -0.002 -0.153 -0.327 0.079
H 20.903550 13.334480 -27.334620 -0.529 0.264 -0.193 0.072
H 18.913190 12.724190 -25.868820 0.313 -0.316 0.361 0.125
H 19.519210 13.979510 -14.513400 -0.164 0.181 0.334 0.079
H 14.566070 18.351990 -27.964040 0.207 -0.110 0.115 0.147
H 17.406070 26.995900 -19.822460 0.334 0.163 -0.167 0.075
H 18.720790 12.322640 -11.943220 0.361 -0.250 -0.410 0.133
H 24.020020 20.542790 -23.592610 0.315 -0.475 0.533 0.083
H 18.464750 26.467210 -21.954780 -0.190 0.322 -0.318 0.128
H 25.517740 18.511710 -26.520960 -0.432 -0.104 -0.146 0.078
H 24.119510 19.584450 -27.193100 -0.027 -0.974 -0.187 0.075
H 20.265640 27.071400 -15.290370 -0.113 0.431 0.060 0.079
H 21.411060 26.718470 -13.995010 0.421 0.409 -0.143 0.086
H 21.486080 29.263710 -14.566310 0.601 0.291 0.304 0.087
H 16.319490 20.789670 -27.358300 -0.366 0.310 0.098 0.083
H 21.143700 14.805040 -26.367860 -0.232 0.135 -0.144 0.076
H 17.628250 14.046300 -27.014640 -0.031 -0.012 0.192 0.089
H 21.432440 13.220360 -25.738430 -0.367 -0.042 0.596 0.069
H 12.045880 17.351470 -13.965760 0.197 0.502 -0.142 0.072
H 11.067430 18.164020 -17.019680 0.323 -0.228 -0.101 0.075
H 19.375400 18.082460 -17.945640 -0.620 -0.276 0.545 0.141
H 16.844860 17.833440 -18.076180 -0.534 -0.469 -0.416 0.078
H 10.343150 17.369620 -13.635040 -0.122 0.240 -0.106 0.076
H 18.066480 14.087120 -23.991360 -0.605 -0.292 -0.807 0.067
H 16.744770 19.118660 -19.298750 0.113 0.395 0.445 0.080
H 16.810010 23.860570 -22.140340 0.169 -0.022 0.631 0.072
H 24.802270 18.444410 -16.975370 0.189 0.081 -0.375 0.079
H 24.678800 21.060310 -18.367810 -0.303 -0.098 -0.083 0.084
H 25.770830 20.057830 -27.381210 0.203 -0.252 -0.091 0.072

134
Properties=species:S:1:pos:R:3:forces:R:3:lowdin_charge:R:1 method="wB97M-V/def2-TZVPD" total_charge=-1
P -4.104949 2.402682 1.132096 -0.439 1.179 -0.084 0.475
F -4.743117 6.003121 -3.255434 0.121 -0.040 0.014 0.036
F -2.254764 6.061060 -1.918320 -0.020 0.125 -0.094 0.039
F -4.888778 3.885881 -2.734702 0.017 0.076 -0.115 0.060
F -2.401414 5.009793 -3.841891 -0.088 -0.060 -0.057 0.033
O -0.793904 8.930262 -1.988748 0.068 -0.026 -0.133 -0.124
O 1.471005 -4.996402 6.683791 0.062 -0.053 0.209 -0.131
O -0.970040 0.034678 -1.693010 -0.115 -0.204 0.114 -0.098
O 3.964765 4.845780 4.281476 0.076 0.041 0.116 -0.133
O -0.117334 -3.281963 0.327515 0.008 -0.691 0.561 -0.144
O -6.523277 0.555318 -1.920124 -0.090 -0.004 0.054 -0.117
O 3.155591 -6.374985 2.722047 0.217 0.038 -0.109 -0.132
O -3.765886 1.922011 2.619490 0.047 -0.371 -0.060 -0.114
O -2.896789 -5.666390 -4.787625 -0.110 -0.378 0.132 -0.136
O -4.873180 3.672219 1.124495 0.153 -0.283 0.131 -0.287
O 0.903023 -4.521100 3.121057 -0.122 -0.384 0.127 -0.151
O 3.811431 3.188350 0.803267 0.342 0.121 0.007 -0.122
O -1.073962 -2.460224 -5.779700 0.126 -0.109 0.025 -0.133
O 0.750058 -5.502562 10.968705 -0.088 -0.106 0.107 -0.134
O -3.103866 2.767336 -1.056638 -0.295 -0.001 -0.450 -0.063
O 6.161460 -0.583382 -0.362564 0.153 0.017 -0.089 -0.123
O -4.948546 1.209858 0.498194 -0.044 -0.246 0.275 -0.124
O -2.723600 1.301261 -4.144008 -0.215 -0.556 -0.320 -0.122
O 3.004944 -0.906077 2.272514 0.092 -0.216 -0.096 -0.134
O 0.518934 -3.765370 -3.219775 0.063 -0.241 -0.155 -0.139
O 2.610395 7.477766 -6.083911 -0.001 0.124 -0.019 -0.127
O -1.091485 3.909879 -0.733752 -0.455 0.408 -0.280 0.004
C 2.092819 8.566728 -5.324836 -0.002 -0.234 -0.073 -0.167
C 7.221890 -0.312113 -1.266380 -0.062 -0.065 0.094 -0.164
C -0.232711 -6.530305 10.918726 0.097 0.061 0.026 -0.156
C -4.251360 5.044626 -2.393986 -0.221 0.273 -0.145 -0.285
C -0.347370 -4.628621 -0.081273 -0.112 0.316 -0.159 -0.137
C -1.820612 1.210106 -5.225684 -0.094 0.205 0.117 -0.158
C -1.194470 9.170781 -3.328863 -0.030 -0.207 0.222 -0.164
C -3.797420 -6.763247 -4.686834 0.125 0.082 0.053 -0.148
C -2.376487 -2.920817 -6.146934 0.187 0.191 -0.001 -0.134
C 2.077216 -1.989995 2.369920 0.243 0.517 0.093 -0.145
C 1.449867 -4.778862 -3.559408 -0.082 0.110 -0.024 -0.152
C 0.252784 2.206631 1.351301 0.072 0.316 0.282 -0.008
C -0.829524 -1.361207 -1.852018 0.013 0.363 -0.256 -0.152
C 4.828243 2.209599 0.645150 -0.177 0.152 -0.180 -0.160
C 0.935665 4.085908 3.294186 -0.112 -0.442 -0.497 -0.092
C -0.162093 4.305958 2.450841 0.369 -0.533 -0.032 -0.027
C -2.569796 2.460063 0.209838 -0.470 -0.202 -0.163 -0.300
C -2.746705 4.895980 -2.503959 0.179 -0.265 0.106 -0.318
C -1.647635 3.647320 0.531382 0.325 -0.721 -0.565 -0.280
C 1.974904 -5.053120 8.016513 0.047 0.017 -0.350 -0.150
C 1.345049 1.983371 2.182840 -0.259 0.370 0.047 -0.076
C 3.970849 -6.652738 1.596151 -0.091 0.092 0.095 -0.164
C 4.525652 5.653848 3.254872 -0.050 -0.053 0.044 -0.153
C -7.603769 -0.359760 -1.850060 0.050 0.094 -0.048 -0.156
C 0.242008 -5.609594 3.769127 -0.090 0.123 -0.382 -0.135
C -0.511039 3.370434 1.468670 0.116 0.199 0.862 -0.148
C 1.697508 2.922525 3.159019 -0.669 0.091 -0.346 -0.100
B -2.083533 3.529529 -1.797974 1.270 0.311 0.515 -0.590
H 3.408977 -6.573811 0.659979 0.016 -0.024 -0.015 0.070
H 3.857456 5.576427 2.402110 0.005 -0.032 -0.034 0.073
H -1.525847 -1.918117 -1.210399 -0.156 0.075 -0.177 0.071
H 0.325750 -4.201830 2.416366 0.118 0.237 -0.071 0.050
H 1.214524 4.828825 4.026480 0.029 0.056 0.092 0.085
H -2.094717 1.480190 0.125156 0.398 0.023 0.552 0.121
H 6.956114 0.596021 -1.801677 -0.001 0.020 -0.015 0.076
H 2.448626 -6.018176 8.220374 -0.003 0.013 0.069 0.078
H 1.302961 -5.653497 11.739092 0.029 0.034 0.020 0.075
H -3.332381 2.026536 -4.309103 0.084 0.185 0.220 0.076
H 4.476810 1.346035 0.079288 0.026 -0.055 0.049 0.067
H 4.600947 6.702062 3.561910 -0.012 -0.001 -0.013 0.071
H 0.001631 1.484785 0.587984 0.031 -0.068 -0.133 0.105
H 1.137825 -4.927351 8.690860 -0.045 0.018 0.027 0.052
H -1.119412 0.411185 -4.987639 0.086 0.022 0.090 0.063
H 1.916800 6.817747 -6.162341 0.006 -0.052 0.034 0.072
H -1.048541 -1.504678 -5.877090 -0.025 0.053 0.050 0.046
H 2.209042 -5.105355 6.077692 0.009 0.069 -0.044 0.067
H 0.188340 -1.626241 -1.575902 -0.076 -0.006 -0.017 0.082
H -6.577563 1.040412 -2.747652 0.089 0.082 0.005 0.083
H 1.381793 -1.885730 1.545269 0.000 -0.031 -0.064 0.064
H -7.567556 -1.090802 -2.663571 -0.002 -0.018 0.019 0.073
H -0.841599 7.976158 -1.853056 -0.097 0.003 0.143 0.061
H -1.254954 2.138064 -5.350752 0.049 -0.047 -0.002 0.085
H -0.734133 5.218197 2.546260 -0.115 0.074 -0.021 0.104
H 2.696052 -4.251894 8.201450 0.005 -0.014 0.058 0.079
H -4.297885 -6.784597 -3.715432 -0.036 0.001 -0.011 0.077
H 4.332440 -7.673747 1.699449 0.010 -0.020 -0.009 0.073
H -2.228813 -5.765256 -4.102589 0.042 0.124 0.012 0.078
H -0.705192 -5.290114 4.209135 0.019 0.003 0.047 0.086
H -2.324903 0.968822 -6.170012 -0.005 -0.003 -0.022 0.074
H 0.059522 -6.423472 3.060820 -0.013 -0.046 0.063 0.079
H 2.558057 2.772188 3.790206 0.119 -0.023 0.028 0.082
H 3.532824 3.481402 -0.068457 -0.158 -0.055 0.006 0.085
H -2.213302 8.814653 -3.503234 0.001 0.035 -0.080 0.078
H 1.521265 -1.942437 3.307344 -0.009 -0.112 0.018 0.084
H -3.290279 -7.719025 -4.844454 -0.019 -0.014 -0.027 0.075
H 5.514831 5.295843 2.954784 -0.013 -0.003 -0.033 0.073
H -0.845020 -6.340745 10.040824 -0.013 -0.003 -0.019 0.079
H -4.524417 5.359181 -1.390245 -0.117 -0.327 0.190 0.163
H 2.889466 9.301073 -5.235839 0.012 0.018 0.003 0.076
H -7.510402 -0.886497 -0.903495 -0.001 -0.014 0.019 0.079
H 1.747740 -5.268087 -2.633663 0.017 -0.013 0.015 0.069
H 1.012830 -5.528292 -4.228243 0.019 -0.022 0.007 0.074
H 6.374572 -1.382930 0.124308 -0.071 -0.028 0.040 0.074
H -1.172176 -5.085647 0.477084 0.040 -0.041 0.005 0.081
H -2.302491 4.444390 0.900031 0.169 0.340 0.049 0.145
H 1.792693 8.245297 -4.325206 0.006 0.071 0.029 0.074
H -2.377227 -3.995867 -6.013156 -0.064 0.064 -0.052 0.046
H 2.342363 -4.365464 -4.037243 0.027 -0.017 0.018 0.078
H 1.237319 9.027952 -5.825605 0.009 0.059 0.037 0.072
H 5.116559 1.877138 1.640192 -0.018 -0.011 0.024 0.077
H -1.154493 10.245559 -3.498494 0.016 0.015 -0.001 0.074
H 4.534350 4.883434 5.053368 0.043 0.038 -0.001 0.071
H 0.245163 -3.326058 -4.034534 -0.178 0.109 -0.043 0.051
H 5.710376 2.628570 0.144971 0.048 -0.067 0.041 0.070
H -1.868650 0.292299 -1.937458 0.100 0.266 -0.176 0.070
H -0.874888 -6.518619 11.803276 -0.025 0.002 -0.014 0.073
H 8.169622 -0.145680 -0.744993 0.006 0.024 -0.017 0.074
H -1.000274 -1.678564 -2.888573 -0.054 0.008 0.090 0.068
H -2.596969 -2.679219 -7.190832 -0.015 0.004 0.011 0.077
H -0.520636 8.669736 -4.028486 -0.069 0.065 -0.122 0.050
H 0.564504 -5.191369 0.111161 0.022 0.005 0.003 0.078
H 1.925138 1.086773 2.029159 0.128 -0.032 0.157 0.073
H -0.571910 -4.653169 -1.149649 0.043 -0.155 -0.031 0.063
H -8.572155 0.149350 -1.873987 -0.008 -0.016 0.019 0.075
H -5.534102 1.588809 -0.173371 -0.019 -0.292 -0.302 0.058
H 3.618013 -0.966953 3.008714 -0.022 0.040 0.046 0.072
H -4.546706 -6.632612 -5.463384 -0.020 -0.001 -0.014 0.078
H 7.354608 -1.119483 -1.992903 0.001 0.020 -0.023 0.072
H 2.819772 -5.472984 2.637289 -0.310 -0.050 0.092 0.043
H -3.141835 -2.481086 -5.503348 -0.030 -0.028 -0.010 0.085
H -4.510242 2.197047 3.168021 0.055 0.019 0.210 0.075
H 0.886938 -5.971583 4.558480 0.022 -0.039 0.042 0.054
H -0.919719 -2.786233 0.138941 0.141 0.122 0.050 0.051
H 2.582502 -2.953103 2.292457 -0.007 -0.040 -0.001 0.061
H 0.221936 -7.519899 10.821170 -0.016 -0.007 -0.021 0.076
H -1.437431 2.893481 -2.611054 -0.312 0.113 -0.303 0.114
H 4.833116 -5.981190 1.540891 0.024 -0.021 -0.013 0.074

Number 1: E_HOMO -10.073 eV. Number 2: E_HOMO -5.040 eV.